{"formula": "C2H3Br2FO", "method": "ωB97M-V with the def2-TZVPD basis set", "de_lowest_kcal_mol": 49.5, "homo_lumo_gap_ev": 9.035, "smiles": "O[C@@](F)(Br)CBr", "energy_ev": -146970.612, "homo_ha": -0.3892, "largest_force_ev_per_a": 3.58, "spin_multiplicity": 1, "symbols": ["F", "Br", "O", "H", "H", "C", "H", "C", "Br"], "positions_angstrom": [[0.244478, 1.621712, -0.333310], [2.433002, -0.197318, 0.359953], [-0.156112, 0.728380, 1.636122], [-0.721249, 1.542169, 1.462237], [0.112971, -0.319407, -1.535666], [0.320670, 0.474733, 0.300678], [0.162442, -1.616374, -0.132586], [-0.255458, -0.681380, -0.499047], [-2.140745, -1.552516, -1.258381]], "forces_ev_per_angstrom": [[0.38, 0.67, -0.88], [-2.09, 0.90, 0.06], [0.14, 0.46, -2.76], [0.89, -1.24, 0.76], [-0.45, -1.50, 1.53], [-1.01, -0.66, 3.37], [-0.11, 0.27, -0.36], [0.85, -0.46, -3.09], [1.40, 1.57, 1.37]], "lowdin_charge": [0.06, 0.54, -0.02, 0.14, 0.08, -0.79, 0.02, -0.43, 0.40]}

{"formula": "C2H3Br2FO2S", "method": "ωB97M-V with the def2-TZVPD basis set", "homo_lumo_gap_ev": [8.472, 8.471], "energy_ev": -159852.431, "homo_ha": [-0.3823, -0.3823], "largest_force_ev_per_a": 4.43, "spin_multiplicity": 1, "symbols": ["H", "H", "O", "Br", "S", "O", "F", "Br", "C", "H", "C"], "positions_angstrom": [[0.223138, -0.322092, -1.546709], [0.127582, 0.684464, 0.975845], [-2.333901, 1.889015, -0.680758], [-1.281318, -2.324035, -0.750675], [-2.343665, 0.484539, -0.447293], [-3.435089, -0.326949, -0.846304], [-2.510420, 0.433952, 1.288712], [2.349088, -0.556108, 0.200576], [0.412552, -0.439317, 0.657080], [0.011888, -1.183214, 1.391300], [-0.234804, -0.672196, -0.598288]], "forces_ev_per_angstrom": [[-0.69, -0.18, 0.69], [1.11, -2.56, -0.38], [0.35, 0.24, -0.45], [1.66, 0.28, -0.20], [1.01, 0.30, 2.70], [-0.21, -0.34, -0.58], [0.72, -0.20, -1.93], [-0.79, -0.07, 0.70], [-0.30, 2.27, 1.74], [1.04, 0.85, -0.26], [-3.89, -0.59, -2.04]], "lowdin_charge": [0.07, 0.13, -0.32, 0.76, 0.66, -0.37, -0.31, 0.67, -0.69, 0.08, -0.68]}

{"formula": "C2H3Br2NO2", "method": "ωB97M-V with the def2-TZVPD basis set", "de_lowest_kcal_mol": 70.4, "homo_lumo_gap_ev": [8.086, 6.243], "energy_ev": -147786.905, "homo_ha": [-0.3894, -0.3526], "largest_force_ev_per_a": 3.20, "spin_multiplicity": 1, "symbols": ["O", "Br", "H", "H", "O", "Br", "N", "C", "H", "C"], "positions_angstrom": [[0.023932, 0.461795, -1.795341], [-1.852313, 1.891688, 0.625121], [1.745144, -0.679413, 1.263038], [1.654494, 0.296093, -0.320610], [-1.747912, -0.698307, -1.423258], [-0.993157, -1.922501, 0.920268], [-0.719269, -0.175150, -1.105664], [-0.160329, -0.442279, 0.191555], [0.954128, 1.145419, 1.022338], [1.095282, 0.122653, 0.622557]], "forces_ev_per_angstrom": [[0.60, 1.31, -1.66], [0.40, -0.59, 0.17], [-1.83, 2.34, -1.20], [-0.06, -0.10, 0.51], [-0.96, -0.04, -0.55], [0.51, 0.16, 0.55], [0.72, -0.72, -0.10], [-2.35, -0.39, 1.52], [0.27, -0.79, 0.38], [2.69, -1.17, 0.38]], "lowdin_charge": [0.06, 0.18, 0.15, 0.10, -0.01, 0.92, -0.58, -0.75, 0.07, -0.13]}

{"formula": "C2H3Br2NO3", "method": "ωB97M-V with the def2-TZVPD basis set", "de_lowest_kcal_mol": 90.4, "homo_lumo_gap_ev": [8.729, 6.868], "energy_ev": -149833.339, "homo_ha": [-0.3316, -0.3031], "largest_force_ev_per_a": 7.38, "spin_multiplicity": 1, "symbols": ["O", "H", "O", "C", "Br", "O", "N", "C", "Br", "H", "H"], "positions_angstrom": [[0.122435, -2.812402, -0.953627], [-0.618201, 2.410831, -1.633177], [1.434711, -1.459882, 1.108670], [0.018130, 2.386261, -0.803798], [-1.970734, -1.111314, -1.049525], [-0.471744, -0.382348, 1.370173], [0.047558, -1.197932, 0.743902], [-0.393392, -1.849344, -0.392174], [-0.591342, 1.928362, 0.820225], [1.456940, -0.719470, 1.735490], [0.965639, 2.807238, -0.946159]], "forces_ev_per_angstrom": [[-0.55, 2.33, 1.79], [-1.13, -0.22, -0.78], [-1.44, 0.15, -0.52], [0.04, 0.08, -0.09], [-0.95, 0.43, -0.20], [-3.70, 2.91, 4.15], [4.76, -4.79, -2.97], [1.12, -2.80, -1.95], [-0.16, 1.69, -0.02], [0.75, -0.14, 0.27], [1.27, 0.36, 0.32]], "lowdin_charge": [0.03, -0.03, 0.08, -0.52, 0.85, -0.22, -0.33, -0.84, 0.89, 0.11, -0.03]}

{"formula": "C2H3Br3ClP", "method": "ωB97M-V with the def2-TZVPD basis set", "de_lowest_kcal_mol": 28.3, "homo_lumo_gap_ev": 8.265, "energy_ev": -234061.357, "homo_ha": -0.3621, "largest_force_ev_per_a": 4.98, "spin_multiplicity": 1, "symbols": ["H", "C", "P", "Cl", "Br", "Br", "Br", "H", "H", "C"], "positions_angstrom": [[-0.662685, -0.268647, 1.458085], [0.188827, 0.605160, -0.171105], [1.641678, -0.418316, -0.679915], [-0.295104, 1.550419, -1.595725], [1.315660, 1.793397, 1.025595], [0.255963, -2.087447, -2.391602], [1.828103, -1.842298, 0.986231], [-1.525532, -0.442425, -0.107782], [-1.733982, 0.990492, 0.870977], [-1.012930, 0.119666, 0.605240]], "forces_ev_per_angstrom": [[0.76, -2.20, 3.08], [-0.01, 1.18, 0.37], [-1.18, -1.62, -1.49], [0.19, -0.20, 0.14], [-0.19, -0.16, -0.23], [1.10, 1.46, 1.52], [-0.10, 0.17, -0.10], [-1.02, -1.77, -0.57], [1.48, -1.18, -0.49], [-1.03, 4.32, -2.24]], "lowdin_charge": [0.00, -1.55, 0.32, 0.55, 0.58, -0.11, 0.25, 0.04, 0.13, -0.22]}

{"formula": "C2H3BrCl2", "method": "ωB97M-V with the def2-TZVPD basis set", "de_lowest_kcal_mol": 7.0, "homo_lumo_gap_ev": 10.297, "smiles": "C=C(Cl)Br.Cl", "energy_ev": -97209.327, "homo_ha": -0.3566, "largest_force_ev_per_a": 0.32, "spin_multiplicity": 1, "symbols": ["Br", "Cl", "C", "C", "Cl", "H", "H", "H"], "positions_angstrom": [[-2.555804, 0.572240, -0.388611], [0.774281, 2.063118, 1.045146], [-0.267721, -1.082817, -0.449372], [-1.215247, -0.575053, 0.316241], [-1.352181, -0.871689, 2.002747], [-0.223223, -0.862854, -1.500884], [0.491745, -1.723058, -0.036820], [-0.253005, 2.787804, 1.296947]], "forces_ev_per_angstrom": [[0.16, -0.13, 0.11], [-0.01, 0.16, 0.05], [-0.16, 0.04, 0.16], [-0.10, 0.03, -0.31], [0.04, -0.02, -0.01], [-0.08, 0.10, -0.15], [0.09, -0.12, 0.17], [0.06, -0.06, -0.02]], "lowdin_charge": [0.65, 0.30, -0.13, -1.30, 0.59, 0.06, 0.06, -0.23]}

{"formula": "C2H3BrClNO2", "method": "ωB97M-V with the def2-TZVPD basis set", "de_lowest_kcal_mol": 51.0, "homo_lumo_gap_ev": 9.088, "smiles": "CO/[N+]([O-])=C(/Cl)Br", "energy_ev": -90267.544, "homo_ha": -0.3177, "largest_force_ev_per_a": 4.48, "spin_multiplicity": 1, "symbols": ["O", "H", "Cl", "H", "C", "N", "Br", "C", "O", "H"], "positions_angstrom": [[0.305451, -0.550152, -0.264836], [1.543378, -0.145595, 1.304860], [-2.462875, 2.126430, -0.772063], [0.891260, -1.541546, 1.579753], [-1.399756, 0.901765, -1.044312], [-0.580963, 0.531183, -0.053837], [-0.907074, 0.218477, -2.765933], [1.309436, -0.965121, 0.791466], [-0.616845, 1.004334, 1.073741], [1.917988, -1.579776, 0.151161]], "forces_ev_per_angstrom": [[-0.20, -0.36, -0.59], [2.34, 3.59, 1.31], [-0.76, 0.79, -0.03], [-1.08, -1.10, 0.22], [3.11, -2.31, -0.20], [-0.36, -0.30, 0.30], [-0.71, 0.48, 0.56], [-3.35, -1.44, -2.55], [0.12, 0.24, 0.76], [0.90, 0.41, 0.22]], "lowdin_charge": [-0.16, 0.03, 0.75, 0.08, -1.15, -0.39, 0.72, 0.05, -0.03, 0.10]}

{"formula": "C2H3BrN2S", "method": "ωB97M-V with the def2-TZVPD basis set", "de_lowest_kcal_mol": 107.4, "homo_lumo_gap_ev": [8.410, 8.414], "smiles": "[S-]/[NH+]=N\\Br.C#C", "energy_ev": -85975.331, "homo_ha": [-0.3356, -0.3356], "largest_force_ev_per_a": 3.56, "spin_multiplicity": 1, "symbols": ["H", "C", "H", "N", "C", "Br", "H", "N", "S"], "positions_angstrom": [[0.237411, -0.562027, -1.352610], [0.361399, 0.365796, 0.870361], [-1.824981, 0.344624, 0.385363], [1.076656, -0.505461, -1.849240], [-0.839193, 0.229475, 0.755570], [3.504933, 0.606810, -2.380864], [1.321148, 0.235866, 1.293479], [1.943659, 0.280025, -1.357484], [1.117625, -1.519511, -3.119881]], "forces_ev_per_angstrom": [[-1.52, 0.32, 1.78], [-1.68, -0.78, 1.03], [-0.41, -0.19, 0.18], [3.14, 0.00, -1.68], [1.32, 0.75, -0.68], [-0.89, -0.63, 0.31], [0.52, 0.27, -0.21], [-0.44, 0.49, -0.06], [-0.05, -0.22, -0.66]], "lowdin_charge": [0.00, -0.03, 0.02, -0.70, 0.02, 0.59, 0.03, -0.47, 0.54]}

{"formula": "C2H3BrO", "method": "ωB97M-V with the def2-TZVPD basis set", "de_lowest_kcal_mol": 115.4, "homo_lumo_gap_ev": 9.177, "energy_ev": -74207.407, "homo_ha": -0.3316, "largest_force_ev_per_a": 5.12, "spin_multiplicity": 1, "symbols": ["Br", "H", "O", "C", "H", "H", "C"], "positions_angstrom": [[1.523503, 1.637975, -2.373354], [0.211232, 1.536190, 1.283566], [0.724653, 2.287247, -1.033177], [0.107900, -0.196595, -0.333033], [-0.450263, -1.005222, -0.048417], [0.487137, -0.008083, -1.340386], [0.151306, 0.940824, 0.293639]], "forces_ev_per_angstrom": [[1.26, -0.98, -2.20], [-0.50, -1.15, -2.24], [-1.91, -0.52, 4.72], [0.41, 3.30, -0.21], [-0.73, -2.24, 0.81], [-0.19, -1.02, -0.38], [1.66, 2.60, -0.50]], "lowdin_charge": [0.75, 0.13, -0.88, -0.05, 0.05, -0.05, 0.06]}

{"formula": "C2H3BrO", "method": "ωB97M-V with the def2-TZVPD basis set", "de_lowest_kcal_mol": 126.5, "homo_lumo_gap_ev": [6.669, 9.100], "energy_ev": -74202.980, "homo_ha": [-0.2215, -0.3992], "largest_force_ev_per_a": 8.62, "spin_multiplicity": 3, "symbols": ["Br", "H", "O", "H", "C", "C", "H"], "positions_angstrom": [[2.028940, 0.264471, -0.599355], [-0.596858, 0.346770, 1.326221], [2.570183, -0.204418, 0.872646], [0.950909, 1.146424, -0.284973], [-1.186942, -0.014219, 0.480540], [-1.691639, -0.530234, -0.504654], [-2.074595, -1.008794, -1.290425]], "forces_ev_per_angstrom": [[-1.91, 1.81, -8.20], [-0.79, -0.23, -0.64], [2.21, -1.94, 7.44], [-0.19, 0.15, 0.64], [-0.33, -0.93, -1.34], [2.38, 2.57, 4.70], [-1.39, -1.43, -2.61]], "lowdin_spin": [0.88, 0.00, 1.03, 0.07, 0.01, 0.01, 0.00]}